Density functional theory data (ωB97M-V with the def2-TZVPD basis set) for an isolated molecule of C3H6F2N2.

Positions of all 13 atoms, in Å:
1 C -1.32 0.05 -0.08
2 C -0.27 -0.38 1.02
3 C 1.48 0.37 -0.45
4 N -0.73 1.14 -0.75
5 N 0.96 -0.66 0.36
6 F 2.31 1.11 0.28
7 F 0.96 -1.82 -0.41
8 H -1.52 -0.90 -0.69
9 H -2.14 0.36 0.65
10 H 0.00 0.57 1.72
11 H -0.63 -1.27 1.66
12 H 1.58 0.39 -1.53
13 H -0.67 1.05 -1.79

Computed properties:
LUMO level (spin up / spin down)	-0.02 / 0.18	eV
relative energy (zero: lowest compared OMol25 entry of this formula, charge and spin)	548.0	kJ/mol
gap between HOMO and LUMO (spin up / spin down)	8.342 / 8.927	eV
E_HOMO (spin up / spin down)	-8.37 / -8.75	eV
calculated total energy	-11617.6542	eV


Density functional theory data (ωB97M-V with the def2-TZVPD basis set) for an isolated molecule of C9H11B.

Positions of all 21 atoms, in Å:
1 B -1.03 -1.36 -0.41
2 C 2.51 2.29 1.68
3 C 1.29 2.95 1.59
4 C 2.62 1.00 1.18
5 C 0.21 2.34 1.01
6 C 1.54 0.37 0.61
7 C 0.29 1.03 0.49
8 C -0.83 0.46 -0.13
9 C -1.74 -2.77 -1.15
10 C -2.47 -2.81 -2.43
11 H -1.50 -3.71 -0.69
12 H -0.24 -1.83 0.34
13 H 3.36 2.77 2.13
14 H 1.20 3.96 1.99
15 H 3.57 0.48 1.24
16 H -0.74 2.87 0.94
17 H 1.64 -0.63 0.22
18 H -1.69 1.09 -0.28
19 H -3.34 -3.47 -2.37
20 H -1.84 -3.21 -3.23
21 H -2.80 -1.81 -2.73

Computed properties:
LUMO level (spin up / spin down)	-0.77 / -0.79	eV
relative energy (zero: lowest compared OMol25 entry of this formula, charge and spin)	386.3	kJ/mol
gap between HOMO and LUMO (spin up / spin down)	7.657 / 6.538	eV
E_HOMO (spin up / spin down)	-8.43 / -7.33	eV
calculated total energy	-10183.1452	eV


Question: Which of these has the lowest calculated total energy?
Answer: C3H6F2N2